w | Computed, not measured: a 13-piece molecular cluster, H26O13 overall, with ωB97M-V/def2-TZVPD.

```
39
H26O13 (ωB97M-V/def2-TZVPD)
H 1.305 0.466 -0.732
H -0.080 -0.283 -0.589
H -1.155 -2.558 0.490
H -0.739 -1.507 1.332
H -4.153 -0.805 -2.197
H -4.225 -2.315 -2.029
H 2.397 -3.537 1.103
H 2.739 -2.429 2.131
H 2.126 4.952 -0.617
H 2.697 3.665 -0.068
H 4.261 1.197 1.789
H 3.148 1.652 0.937
H -1.681 1.659 -1.736
H -2.240 2.428 -2.954
H 3.511 0.232 -0.582
H 3.316 -0.922 -1.697
H -3.059 -2.439 1.948
H -3.467 -2.621 0.451
H -3.467 2.273 -0.862
H -4.418 1.154 -0.517
H 4.133 -2.864 -1.752
H 4.485 -3.814 -3.020
H -3.890 1.455 3.352
H -3.050 0.627 2.447
H 1.219 1.803 2.212
H 0.725 0.987 1.153
O 0.443 0.591 -0.426
O -1.362 -1.690 0.605
O -4.762 -1.527 -2.214
O 2.846 -3.392 1.937
O 2.891 4.603 -0.159
O 3.681 1.965 1.733
O -1.626 2.508 -2.151
O 3.000 -0.075 -1.391
O -3.625 -2.079 1.259
O -4.121 1.710 -1.268
O 4.827 -3.360 -2.179
O -3.898 0.527 2.934
O 1.268 1.761 1.325
```

HOMO energy = -0.4023 Eh
gap between HOMO and LUMO = 9.9 eV
net charge = 0
LUMO level = -1.005 eV

These are the Löwdin partial charges, in e, on atoms 1 to 6:
1. H -0.033
2. H 0.096
3. H -0.004
4. H 0.076
5. H -0.003
6. H 0.034

x | Computed, not measured: a 13-piece molecular cluster, H26O13 overall, with ωB97M-V/def2-TZVPD.

```
39
H26O13 (ωB97M-V/def2-TZVPD)
H -0.506 1.025 0.521
H 1.007 1.138 0.602
H -2.723 -4.334 0.146
H -1.853 -3.116 -0.113
H -3.337 1.167 -1.160
H -1.897 1.177 -0.676
H 1.255 0.748 -3.398
H 0.968 -0.392 -2.436
H 0.027 -2.737 -1.254
H 1.511 -3.053 -1.353
H -0.785 -0.516 1.830
H -0.937 -2.026 1.759
H 1.793 4.439 1.256
H 1.137 4.086 -0.069
H 3.596 -2.915 1.228
H 3.034 -1.994 0.157
H 1.718 2.892 -1.332
H 0.941 2.747 -2.630
H -4.575 2.996 1.628
H -4.058 1.820 2.441
H 2.954 -1.493 2.948
H 1.982 -2.565 3.412
H -4.073 -1.031 -1.518
H -4.206 -0.706 -0.040
H 3.900 1.559 0.582
H 5.150 0.695 0.600
O 0.302 0.728 0.089
O -2.422 -3.752 -0.560
O -2.679 1.736 -0.744
O 0.558 0.140 -3.126
O 0.689 -3.377 -0.967
O -0.776 -1.252 1.208
O 1.591 4.804 0.387
O 3.845 -2.441 0.426
O 0.919 2.499 -1.699
O -4.547 2.646 2.526
O 2.163 -1.970 2.675
O -4.651 -1.167 -0.760
O 4.758 1.454 0.155
```

HOMO energy = -0.4128 Eh
gap between HOMO and LUMO = 10.6 eV
net charge = 0
LUMO level = -0.639 eV

These are the Löwdin partial charges, in e, on atoms 1 to 6:
1. H 0.021
2. H 0.046
3. H 0.043
4. H -0.009
5. H 0.023
6. H 0.008

Short version: x, w, most stable first.

w | Computed, not measured: a 13-piece molecular cluster, H26O13 overall, with ωB97M-V/def2-TZVPD.

```
39
H26O13 (ωB97M-V/def2-TZVPD)
H 0.957 -0.193 0.612
H -0.485 -0.671 0.560
H 5.570 0.075 1.786
H 4.458 0.513 2.725
H -2.667 1.103 -1.609
H -3.582 2.291 -1.861
H -3.359 -1.370 -0.829
H -2.268 -2.423 -0.730
H 3.054 0.969 -1.126
H 2.569 2.378 -1.424
H 0.774 -3.416 1.323
H 1.860 -2.735 0.508
H -1.018 3.844 -0.654
H -0.221 2.576 -0.915
H -4.538 0.979 0.809
H -5.338 1.976 -0.014
H -4.471 -0.892 1.539
H -5.737 -1.650 1.901
H -2.952 1.603 1.668
H -1.624 2.327 1.808
H 4.332 1.521 0.207
H 5.587 0.767 -0.203
H 4.713 -0.538 -1.292
H 5.845 0.088 -2.090
H -0.431 -3.270 -2.515
H 0.094 -1.886 -2.172
O 0.421 -0.994 0.618
O 5.322 0.087 2.718
O -2.807 1.840 -2.215
O -3.205 -2.281 -0.555
O 2.339 1.451 -1.555
O 1.313 -2.618 1.293
O -0.506 3.162 -0.205
O -5.383 1.088 0.358
O -5.064 -1.579 1.215
O -2.209 1.718 2.271
O 4.882 0.769 0.454
O 5.481 -0.765 -1.827
O -0.724 -2.373 -2.323
```

HOMO energy = -0.3443 Eh
gap between HOMO and LUMO = 8.7 eV
net charge = 0
LUMO level = -0.648 eV

These are the Löwdin partial charges, in e, on atoms 1 to 6:
1. H 0.043
2. H 0.042
3. H -0.018
4. H 0.026
5. H 0.023
6. H 0.028

x | Computed, not measured: a 13-piece molecular cluster, H26O13 overall, with ωB97M-V/def2-TZVPD.

```
39
H26O13 (ωB97M-V/def2-TZVPD)
O 19.772 13.557 6.201
H 19.453 13.387 5.356
H 20.645 13.884 6.001
O 23.263 12.361 9.942
H 24.059 12.081 10.444
H 23.621 12.564 9.068
O 23.278 14.121 3.301
H 24.073 14.568 3.031
H 23.460 13.282 2.812
O 24.594 12.892 7.767
H 23.990 13.222 7.126
H 24.883 13.602 8.334
O 20.114 11.182 7.633
H 20.275 10.742 6.772
H 20.172 12.134 7.348
O 21.642 15.828 5.309
H 21.721 16.227 4.453
H 21.119 16.369 5.940
O 24.176 16.330 6.123
H 24.484 16.738 5.297
H 23.256 16.012 5.938
O 22.438 10.970 4.118
H 22.924 10.961 4.926
H 21.625 11.341 4.350
O 21.909 14.488 8.330
H 22.324 15.373 8.447
H 22.221 14.025 9.118
O 25.688 11.608 5.343
H 26.534 11.580 5.824
H 24.996 11.591 5.978
O 21.252 15.984 2.513
H 21.646 15.158 2.790
H 21.966 16.430 1.966
O 22.638 13.284 6.010
H 22.234 13.754 6.751
H 22.747 13.836 5.213
O 23.165 10.652 6.635
H 23.077 11.430 7.229
H 23.816 10.031 6.990
```

HOMO energy = -0.3756 Eh
gap between HOMO and LUMO = 10.0 eV
net charge = 0
LUMO level = -0.238 eV

These are the Löwdin partial charges, in e, on atoms 1 to 6:
1. O -0.009
2. H 0.027
3. H -0.016
4. O -0.073
5. H 0.066
6. H -0.052

y | Computed, not measured: a 13-piece molecular cluster, H26O13 overall, with ωB97M-V/def2-TZVPD.

```
39
H26O13 (ωB97M-V/def2-TZVPD)
O 0.057 4.870 -2.778
H -0.001 5.083 -3.709
H -0.624 4.212 -2.640
O 1.801 -0.834 -3.684
H 2.178 -1.607 -4.105
H 2.557 -0.290 -3.461
O -0.803 -3.053 -1.188
H -0.883 -3.928 -1.567
H -0.394 -2.528 -1.876
O 0.849 -1.512 4.726
H -0.094 -1.394 4.839
H 1.243 -0.818 5.255
O 1.210 -4.606 2.118
H 1.825 -4.246 2.757
H 0.790 -3.838 1.730
O 3.862 2.221 -2.771
H 3.942 2.050 -1.832
H 3.430 3.073 -2.824
O -4.550 -3.387 -0.447
H -4.164 -4.136 0.008
H -3.856 -2.727 -0.455
O 4.541 -1.001 2.149
H 3.720 -0.614 2.454
H 5.001 -0.280 1.721
O 0.095 4.044 2.418
H 0.156 3.358 1.753
H -0.713 4.511 2.208
O 0.504 1.910 -6.286
H -0.163 1.250 -6.473
H 0.896 1.628 -5.460
O -2.583 -0.093 4.909
H -3.388 -0.213 5.414
H -2.882 0.198 4.048
O -4.360 0.337 1.216
H -4.714 0.633 0.377
H -5.127 0.051 1.713
O 0.336 0.895 0.073
H -0.205 0.219 0.480
H 0.513 0.563 -0.808
```

HOMO energy = -0.4076 Eh
gap between HOMO and LUMO = 10.9 eV
net charge = 0
LUMO level = -0.152 eV

These are the Löwdin partial charges, in e, on atoms 1 to 6:
1. O -0.055
2. H 0.030
3. H 0.026
4. O -0.053
5. H 0.035
6. H 0.018

Short version: x, y, w, most stable first.

w | Computed, not measured: an isolated ion of composition C4H9N4O and charge +1, with ωB97M-V/def2-TZVPD.

```
18
C4H9N4O (ωB97M-V/def2-TZVPD)
H 1.713 -1.496 1.174
N 0.702 -1.494 1.180
C 0.115 -0.396 1.027
N 0.549 0.847 0.696
C 1.966 1.163 0.671
N -1.330 -0.441 1.145
N -2.041 -0.472 -0.028
C -1.542 -0.386 -1.198
C -0.492 -0.277 -2.169
O -1.931 -0.232 -2.427
H -0.063 1.619 0.917
H 2.096 2.145 0.225
H 2.401 1.171 1.674
H 2.491 0.427 0.063
H -1.611 -1.177 1.789
H -3.060 -0.493 0.089
H 0.031 0.664 -2.306
H 0.006 -1.174 -2.522
```

HOMO energy = -0.4976 Eh
gap between HOMO and LUMO = 9.9 eV
net charge = +1
LUMO level = -3.642 eV

These are the Löwdin partial charges, in e, on atoms 1 to 6:
1. H 0.063
2. N 0.189
3. C -0.515
4. N -0.008
5. C -0.062
6. N 0.071

x | Computed, not measured: a 2-piece molecular cluster, C4H9N4O overall, with ωB97M-V/def2-TZVPD.

```
18
C4H9N4O (ωB97M-V/def2-TZVPD)
C -1.211 0.968 -0.131
C -1.821 -0.212 0.344
C 1.598 -0.859 0.873
C 2.247 0.936 -0.504
N -0.991 -0.389 -1.685
N -0.696 0.716 -1.279
N -2.429 -0.620 1.444
N 1.297 0.080 0.070
O -1.732 -1.086 -0.704
H -1.116 2.009 0.296
H 0.899 -1.486 1.268
H -0.810 -0.698 -2.593
H 2.582 -1.111 1.022
H 3.233 0.550 -0.451
H 1.842 1.038 -1.551
H 2.272 1.865 -0.095
H -2.589 -0.061 2.204
H -2.574 -1.639 1.471
```

HOMO energy = -0.4697 Eh
gap between HOMO and LUMO = 8.7 eV
net charge = +1
LUMO level = -4.114 eV

These are the Löwdin partial charges, in e, on atoms 1 to 6:
1. C -0.050
2. C -0.260
3. C 0.024
4. C -0.117
5. N 0.084
6. N 0.078

Short version: w, x, most stable first.

w | Computed, not measured: a 4-piece molecular cluster, C4H13NOS overall, with ωB97M-V/def2-TZVPD.

```
20
C4H13NOS (ωB97M-V/def2-TZVPD)
C -0.881 2.023 -1.272
N -1.929 1.342 -0.542
C 1.661 -1.336 0.881
C 2.044 -1.582 -0.366
S -0.106 1.819 2.079
C 0.237 -1.392 1.338
H 0.105 1.698 -0.955
H -0.954 3.098 -1.071
H -1.032 1.905 -2.330
H -1.698 1.388 0.452
H 2.431 -1.107 1.622
H 3.086 -1.491 -0.641
H 1.319 -1.793 -1.148
H 1.111 1.355 1.751
H -0.336 -2.169 0.835
H -0.262 -0.485 0.932
H 0.093 -1.411 2.417
H -1.829 -1.312 -1.839
H -1.887 0.295 -0.846
O -1.174 -0.846 -1.300
```

HOMO energy = -0.3173 Eh
gap between HOMO and LUMO = 4.0 eV
net charge = 0
LUMO level = -4.636 eV

These are the Löwdin partial charges, in e, on atoms 1 to 6:
1. C -0.158
2. N 0.077
3. C -0.251
4. C -0.009
5. S 0.438
6. C -0.155

x | Computed, not measured: a 2-piece molecular cluster, C4H13NOS overall, with ωB97M-V/def2-TZVPD.

```
20
C4H13NOS (ωB97M-V/def2-TZVPD)
N 0.505 0.416 -1.762
C -0.726 -0.285 -1.285
C -1.415 0.357 -0.102
C -0.471 0.646 1.098
C 0.358 -0.616 1.558
S -0.852 -2.005 1.916
H 0.457 1.256 -1.183
H 1.296 -0.025 -1.289
H -0.562 -1.350 -1.145
H -1.439 -0.298 -2.125
H -2.190 -0.301 0.275
H -1.938 1.282 -0.387
H 0.072 1.570 0.906
H -1.041 0.904 2.004
H 1.061 -0.941 0.804
H 0.748 -0.417 2.551
H -0.073 -2.843 1.217
O 2.848 2.884 -2.654
H 3.707 2.605 -2.316
H 2.454 2.183 -3.151
```

HOMO energy = -0.3379 Eh
gap between HOMO and LUMO = 9.9 eV
net charge = 0
LUMO level = 0.666 eV

These are the Löwdin partial charges, in e, on atoms 1 to 6:
1. N 0.006
2. C -0.296
3. C -0.252
4. C -0.271
5. C -0.482
6. S 0.689

Short version: x, w, most stable first.